Entry from the Open Molecules 2025 dataset: a cluster of 5 separate species, C18H45N4O9 in total (ωB97M-V with the def2-TZVPD basis set).

CARTESIAN COORDINATES (ANGSTROEM)
N: 6.17 4.44 -5.78
C: 6.24 4.03 -4.49
N: 6.75 4.65 -3.41
C: 6.54 3.85 -2.41
N: 5.91 2.74 -2.76
N: 5.73 2.85 -4.09
O: 5.08 1.97 -4.88
H: 5.30 4.80 -6.11
H: 6.95 4.43 -6.40
H: 6.81 4.06 -1.39
H: 5.57 1.96 -2.21
H: 5.64 1.19 -4.97
C: 0.04 5.56 -1.00
O: 1.07 5.94 -1.91
C: 2.26 6.35 -1.27
C: 3.31 5.25 -1.31
O: 2.94 4.12 -0.54
C: 2.44 3.06 -1.34
H: -0.74 5.06 -1.57
H: 0.41 4.87 -0.23
H: -0.38 6.44 -0.51
H: 2.08 6.66 -0.24
H: 2.64 7.21 -1.82
H: 4.24 5.64 -0.88
H: 3.50 4.95 -2.35
H: 3.26 2.59 -1.91
H: 1.67 3.40 -2.03
H: 2.02 2.31 -0.67
C: 0.27 -2.33 -0.25
O: 0.50 -2.55 -1.64
C: 0.63 -1.35 -2.38
C: 2.08 -1.03 -2.68
O: 2.81 -0.74 -1.49
C: 3.60 -1.83 -1.04
H: 0.40 -3.29 0.25
H: 0.97 -1.61 0.17
H: -0.76 -1.99 -0.09
H: 0.16 -0.51 -1.85
H: 0.11 -1.49 -3.33
H: 2.12 -0.15 -3.32
H: 2.55 -1.86 -3.22
H: 4.48 -1.96 -1.68
H: 3.03 -2.75 -1.02
H: 3.94 -1.60 -0.03
C: -5.14 0.74 3.41
O: -5.01 1.26 2.09
C: -3.66 1.47 1.70
C: -3.16 0.35 0.81
O: -3.08 -0.88 1.50
C: -4.16 -1.75 1.21
H: -6.17 0.42 3.53
H: -4.48 -0.11 3.57
H: -4.93 1.52 4.15
H: -3.01 1.57 2.58
H: -3.63 2.41 1.15
H: -2.15 0.61 0.47
H: -3.80 0.26 -0.08
H: -4.05 -2.17 0.21
H: -5.12 -1.23 1.29
H: -4.14 -2.56 1.94
C: -3.11 -4.47 4.82
O: -2.86 -5.12 3.58
C: -2.75 -6.53 3.71
C: -4.02 -7.23 3.29
O: -5.10 -6.94 4.16
C: -6.00 -5.97 3.64
H: -3.40 -3.45 4.61
H: -3.91 -4.96 5.38
H: -2.19 -4.46 5.43
H: -2.49 -6.81 4.74
H: -1.94 -6.85 3.06
H: -3.86 -8.31 3.33
H: -4.28 -6.97 2.25
H: -6.61 -6.40 2.84
H: -5.47 -5.09 3.26
H: -6.66 -5.66 4.45

Summary:
* charge: +1
* energy: -43769.4996 eV
* frontier orbital gap: 6.47 eV
* E_HOMO: -10.32 eV
* LUMO: -0.1412 hartree

Atom charges from the Mulliken analysis, given in e for atoms 1 to 5:
1. N -0.372
2. C 0.293
3. N -0.405
4. C -0.151
5. N 0.041

=====

Entry from the Open Molecules 2025 dataset: a structure of composition C18H46F6N2O24S4Zn2 in a non-equilibrium geometry (ωB97M-V with the def2-TZVPD basis set).

CARTESIAN COORDINATES (ANGSTROEM)
Zn: 0.19 0.44 -0.21
Zn: 4.41 2.06 -0.83
S: 1.55 3.37 -0.01
O: 2.06 3.50 1.38
O: 0.48 2.40 -0.10
O: 1.10 4.78 -0.38
O: 2.66 2.92 -0.90
S: 3.28 -0.13 0.09
O: 1.86 -0.25 0.22
O: 3.64 1.09 0.79
O: 4.11 -1.25 0.49
O: 3.60 0.31 -1.28
C: 2.26 -2.47 5.32
F: 1.41 -1.64 5.98
F: 3.50 -2.41 5.80
F: 1.72 -3.71 5.41
S: 2.36 -1.94 3.43
O: 1.06 -2.20 2.83
O: 2.59 -0.53 3.47
O: 3.44 -2.77 2.83
C: -4.31 0.72 0.73
F: -3.86 1.25 1.88
F: -4.31 -0.59 0.83
F: -5.52 1.29 0.51
S: -3.15 1.38 -0.77
O: -3.83 0.79 -1.97
O: -3.27 2.87 -0.85
O: -1.80 0.89 -0.57
C: 0.07 5.63 -3.56
C: 0.27 4.07 -3.38
O: -0.75 3.36 -2.68
O: 0.28 6.32 -2.40
H: -0.95 5.77 -3.94
H: 0.80 5.99 -4.28
H: 1.21 3.94 -2.85
H: 0.48 3.47 -4.26
H: -0.92 3.77 -1.82
H: 0.46 5.70 -1.69
C: -0.43 1.12 4.14
C: -0.79 1.05 2.63
O: -0.12 0.11 1.83
O: 0.80 1.80 4.46
H: -0.36 0.16 4.64
H: -1.17 1.67 4.72
H: -0.44 1.92 2.07
H: -1.87 0.92 2.56
H: -0.03 -0.67 2.40
H: 0.95 1.74 5.41
C: -5.69 -1.73 -2.69
C: -4.49 -2.79 -2.62
O: -3.37 -2.18 -2.08
O: -5.45 -0.81 -3.75
H: -5.82 -1.24 -1.72
H: -6.57 -2.37 -2.80
H: -4.20 -3.07 -3.63
H: -4.82 -3.62 -1.99
H: -3.54 -1.26 -1.87
H: -4.84 -0.10 -3.51
C: -3.52 6.71 -0.78
C: -3.55 5.89 0.45
O: -2.60 4.88 0.63
O: -4.63 7.62 -0.98
H: -3.29 6.07 -1.63
H: -2.62 7.30 -0.67
H: -4.48 5.33 0.52
H: -3.48 6.61 1.27
H: -2.79 4.24 -0.06
H: -4.59 8.06 -1.83
C: 4.45 -6.98 2.96
C: 4.73 -5.63 2.20
C: 3.62 -5.20 1.20
O: 4.17 -4.17 0.35
C: 3.42 -3.88 -0.84
N: 5.09 -4.66 3.19
H: 3.39 -6.99 3.21
H: 5.05 -7.17 3.85
H: 4.54 -7.90 2.39
H: 5.66 -5.81 1.66
H: 2.72 -4.89 1.72
H: 3.27 -6.09 0.67
H: 4.07 -3.34 -1.53
H: 2.51 -3.35 -0.55
H: 3.25 -4.88 -1.24
H: 5.41 -5.18 3.99
H: 4.27 -4.35 3.69
C: 0.12 -0.77 -4.24
C: -0.17 -0.58 -2.72
C: 0.05 -1.82 -1.86
O: -0.41 -1.45 -0.55
C: -0.54 -2.58 0.31
N: 0.62 0.53 -2.19
H: 1.17 -1.08 -4.29
H: 0.06 0.17 -4.78
H: -0.45 -1.52 -4.79
H: -1.22 -0.29 -2.63
H: 1.09 -2.13 -1.92
H: -0.62 -2.60 -2.21
H: -1.05 -3.43 -0.13
H: -1.07 -2.45 1.25
H: 0.45 -2.97 0.56
H: 0.34 1.39 -2.64
H: 1.59 0.51 -2.46

Summary:
* charge: -2
* energy: -228013.4352 eV
* frontier orbital gap: 5.07 eV
* E_HOMO: -3.35 eV
* LUMO: 0.0634 hartree

Atom charges from the Mulliken analysis, given in e for atoms 1 to 5:
1. Zn 2.154
2. Zn 0.669
3. S 1.232
4. O -0.840
5. O -1.170

=====

Entry from the Open Molecules 2025 dataset: a structure of composition C18H46N3O4PRuS2Si4Te (ωB97M-V with the def2-TZVPD basis set).

CARTESIAN COORDINATES (ANGSTROEM)
Ru: -0.39 0.22 0.11
C: 3.23 -2.21 4.50
C: 2.83 -0.78 4.27
O: 2.85 -0.53 2.84
P: 1.90 0.55 2.20
S: 2.21 0.64 0.23
S: -0.06 0.20 2.57
O: 2.37 1.87 2.95
C: 1.73 3.14 2.67
C: 2.74 4.23 2.91
H: 3.26 -2.42 5.57
H: 4.22 -2.41 4.08
H: 2.51 -2.89 4.03
H: 3.54 -0.08 4.73
H: 1.83 -0.58 4.66
H: 0.87 3.22 3.34
H: 1.37 3.14 1.64
H: 3.12 4.19 3.93
H: 2.27 5.20 2.75
H: 3.58 4.14 2.22
N: -2.48 5.12 -1.53
C: -1.59 4.38 -0.65
C: -1.24 3.04 -1.26
O: -1.94 2.71 -2.30
O: -0.39 2.30 -0.78
H: -3.28 5.50 -1.05
H: -2.53 3.50 -2.47
H: -2.01 5.87 -2.02
H: -2.09 4.15 0.30
H: -0.67 4.90 -0.40
C: -5.53 3.31 -1.00
Si: -5.99 1.59 -1.60
C: -7.82 1.51 -1.98
C: -4.98 1.16 -3.11
Si: -5.51 0.05 0.11
Te: -2.97 0.14 0.15
Si: -5.98 -2.21 -0.29
C: -5.50 -2.62 -2.06
C: -4.97 -3.25 0.89
C: -7.81 -2.47 -0.02
Si: -6.05 0.81 2.27
C: -5.05 2.34 2.67
C: -5.68 -0.55 3.50
C: -7.88 1.22 2.27
H: -5.51 4.00 -1.84
H: -4.54 3.29 -0.54
H: -6.24 3.68 -0.26
H: -8.09 2.24 -2.75
H: -8.43 1.72 -1.09
H: -8.10 0.52 -2.35
H: -5.13 1.92 -3.89
H: -5.27 0.19 -3.53
H: -3.91 1.12 -2.88
H: -4.47 -2.34 -2.27
H: -6.15 -2.11 -2.77
H: -5.60 -3.70 -2.24
H: -3.90 -3.07 0.78
H: -5.16 -4.32 0.71
H: -5.23 -3.04 1.93
H: -8.41 -1.82 -0.66
H: -8.08 -2.27 1.02
H: -8.09 -3.50 -0.24
H: -3.98 2.13 2.68
H: -5.33 2.70 3.67
H: -5.24 3.14 1.96
H: -4.64 -0.87 3.44
H: -6.32 -1.42 3.34
H: -5.85 -0.19 4.52
H: -8.10 2.04 1.59
H: -8.20 1.52 3.27
H: -8.49 0.36 1.97
N: 1.28 -2.35 -0.62
C: 1.31 -3.64 -0.96
C: 0.01 -4.02 -1.22
C: -0.75 -2.87 -1.00
N: 0.04 -1.86 -0.64
H: 2.04 -1.73 -0.33
H: 2.23 -4.20 -1.01
H: -0.34 -4.99 -1.53
H: -1.81 -2.72 -1.09

Summary:
* ΔE to the lowest compared entry with this formula, charge and spin: 44.5 kJ/mol
* charge: +1
* energy: -104417.8706 eV
* frontier orbital gap (spin up / spin down): 7.84 / 6.13 eV
* 2S+1: 6
* E_HOMO (spin up / spin down): -9.81 / -10.58 eV
* LUMO (spin up / spin down): -0.0726 / -0.1634 hartree

Atom charges from the Mulliken analysis, given in e for atoms 1 to 5:
1. Ru -0.045
2. C -1.259
3. C -0.158
4. O -0.313
5. P 1.374

=====

What did the third record say?
Entry from the Open Molecules 2025 dataset: a structure of composition C18H46N3O4PRuS2Si4Te (ωB97M-V with the def2-TZVPD basis set).

CARTESIAN COORDINATES (ANGSTROEM)
Ru: -0.39 0.22 0.11
C: 3.23 -2.21 4.50
C: 2.83 -0.78 4.27
O: 2.85 -0.53 2.84
P: 1.90 0.55 2.20
S: 2.21 0.64 0.23
S: -0.06 0.20 2.57
O: 2.37 1.87 2.95
C: 1.73 3.14 2.67
C: 2.74 4.23 2.91
H: 3.26 -2.42 5.57
H: 4.22 -2.41 4.08
H: 2.51 -2.89 4.03
H: 3.54 -0.08 4.73
H: 1.83 -0.58 4.66
H: 0.87 3.22 3.34
H: 1.37 3.14 1.64
H: 3.12 4.19 3.93
H: 2.27 5.20 2.75
H: 3.58 4.14 2.22
N: -2.48 5.12 -1.53
C: -1.59 4.38 -0.65
C: -1.24 3.04 -1.26
O: -1.94 2.71 -2.30
O: -0.39 2.30 -0.78
H: -3.28 5.50 -1.05
H: -2.53 3.50 -2.47
H: -2.01 5.87 -2.02
H: -2.09 4.15 0.30
H: -0.67 4.90 -0.40
C: -5.53 3.31 -1.00
Si: -5.99 1.59 -1.60
C: -7.82 1.51 -1.98
C: -4.98 1.16 -3.11
Si: -5.51 0.05 0.11
Te: -2.97 0.14 0.15
Si: -5.98 -2.21 -0.29
C: -5.50 -2.62 -2.06
C: -4.97 -3.25 0.89
C: -7.81 -2.47 -0.02
Si: -6.05 0.81 2.27
C: -5.05 2.34 2.67
C: -5.68 -0.55 3.50
C: -7.88 1.22 2.27
H: -5.51 4.00 -1.84
H: -4.54 3.29 -0.54
H: -6.24 3.68 -0.26
H: -8.09 2.24 -2.75
H: -8.43 1.72 -1.09
H: -8.10 0.52 -2.35
H: -5.13 1.92 -3.89
H: -5.27 0.19 -3.53
H: -3.91 1.12 -2.88
H: -4.47 -2.34 -2.27
H: -6.15 -2.11 -2.77
H: -5.60 -3.70 -2.24
H: -3.90 -3.07 0.78
H: -5.16 -4.32 0.71
H: -5.23 -3.04 1.93
H: -8.41 -1.82 -0.66
H: -8.08 -2.27 1.02
H: -8.09 -3.50 -0.24
H: -3.98 2.13 2.68
H: -5.33 2.70 3.67
H: -5.24 3.14 1.96
H: -4.64 -0.87 3.44
H: -6.32 -1.42 3.34
H: -5.85 -0.19 4.52
H: -8.10 2.04 1.59
H: -8.20 1.52 3.27
H: -8.49 0.36 1.97
N: 1.28 -2.35 -0.62
C: 1.31 -3.64 -0.96
C: 0.01 -4.02 -1.22
C: -0.75 -2.87 -1.00
N: 0.04 -1.86 -0.64
H: 2.04 -1.73 -0.33
H: 2.23 -4.20 -1.01
H: -0.34 -4.99 -1.53
H: -1.81 -2.72 -1.09

Summary:
* ΔE to the lowest compared entry with this formula, charge and spin: 44.5 kJ/mol
* charge: +1
* energy: -104417.8706 eV
* frontier orbital gap (spin up / spin down): 7.84 / 6.13 eV
* 2S+1: 6
* E_HOMO (spin up / spin down): -9.81 / -10.58 eV
* LUMO (spin up / spin down): -0.0726 / -0.1634 hartree

Atom charges from the Mulliken analysis, given in e for atoms 1 to 5:
1. Ru -0.045
2. C -1.259
3. C -0.158
4. O -0.313
5. P 1.374